(1)
{
  "formula": "H5NP2S2",
  "method": "ωB97M-V/def2-TZVPD",
  "e_above_lowest_kcal_mol": 24.7,
  "gap_ev": 9.329,
  "energy_ha": -1536.7926,
  "charge": 0,
  "e_homo_ev": -9.01,
  "elements": ["N", "P", "P", "S", "S", "H", "H", "H", "H", "H"],
  "positions_angstrom": [[0.206, -0.453, 0.622], [-1.520, -0.470, 0.206], [1.439, -0.251, -0.424], [3.113, -0.760, 0.269], [-1.964, 1.528, -0.091], [0.477, -1.103, 1.758], [-1.278, -0.746, -1.139], [0.913, -0.508, -1.732], [1.348, 1.126, -0.384], [-2.734, 1.637, 0.917]],
  "nbo_charge": [-1.344, 0.669, 1.100, -0.548, -0.279, 0.472, -0.064, -0.051, -0.084, 0.129]
}

=====

(2)
{
  "formula": "C5H6O4",
  "method": "ωB97M-V/def2-TZVPD",
  "e_above_lowest_kcal_mol": 40.3,
  "smiles": "C=C(OC(C)=O)C(=O)O",
  "gap_ev": 9.267,
  "energy_ha": -495.0405,
  "charge": 0,
  "e_homo_ev": -9.53,
  "elements": ["C", "C", "C", "C", "C", "O", "O", "O", "O", "H", "H", "H", "H", "H", "H"],
  "positions_angstrom": [[-1.897, -0.217, -0.968], [1.286, 0.380, -0.529], [-0.831, -1.060, -0.350], [0.512, 0.312, 0.902], [1.013, 1.131, 1.830], [-0.538, -0.516, 1.056], [1.967, -0.747, -0.814], [1.440, 1.420, -1.131], [-0.441, -2.157, -0.650], [1.610, -1.536, -0.359], [-1.758, -0.227, -2.051], [-2.867, -0.640, -0.699], [-1.831, 0.814, -0.619], [1.869, 1.763, 1.626], [0.467, 1.280, 2.756]],
  "nbo_charge": [-0.743, 0.721, 0.822, 0.183, -0.466, -0.536, -0.669, -0.537, -0.503, 0.507, 0.254, 0.270, 0.255, 0.230, 0.214]
}

=====

(3)
{
  "formula": "C4H10N4",
  "method": "ωB97M-V/def2-TZVPD",
  "e_above_lowest_kcal_mol": 19.1,
  "smiles": "C=C(N)/N=C(/N)NC",
  "gap_ev": 8.533,
  "energy_ha": -377.4164,
  "charge": 0,
  "e_homo_ev": -7.65,
  "elements": ["C", "N", "C", "N", "C", "H", "H", "H", "H", "H", "H", "H", "H", "N", "C", "N", "H", "H"],
  "positions_angstrom": [[-0.276, 1.885, -1.061], [-0.115, 0.441, -1.048], [-0.342, -1.082, 1.104], [-1.074, -2.168, 0.698], [-0.749, -0.322, 2.133], [-0.998, -0.031, -0.887], [-2.068, -2.103, 0.874], [-0.725, -2.549, -0.174], [-0.860, 2.180, -1.937], [-0.806, 2.212, -0.162], [0.677, 2.420, -1.108], [-0.149, 0.518, 2.465], [-1.640, -0.564, 2.698], [2.159, 0.249, -1.014], [0.982, -0.152, -0.466], [0.957, -0.894, 0.588], [2.916, -0.337, -0.680], [2.112, 0.299, -2.023]],
  "nbo_charge": [-0.410, -0.662, 0.318, -0.828, -0.592, 0.391, 0.391, 0.384, 0.195, 0.193, 0.216, 0.206, 0.189, -0.807, 0.593, -0.556, 0.396, 0.384]
}

=====

(4)
{
  "formula": "C8H17NO2",
  "method": "ωB97M-V/def2-TZVPD",
  "e_above_lowest_kcal_mol": 59.9,
  "smiles": "C/C=N\\OCC.CCCC=O",
  "gap_ev": 10.219,
  "energy_ha": -520.1666,
  "charge": 0,
  "e_homo_ev": -9.29,
  "elements": ["C", "C", "C", "C", "C", "C", "C", "C", "H", "H", "H", "H", "H", "H", "H", "H", "H", "H", "H", "H", "H", "H", "H", "H", "H", "N", "O", "O"],
  "positions_angstrom": [[-2.992, -0.334, -1.413], [-2.614, 0.806, -0.488], [-1.505, 0.455, 0.523], [-1.923, -0.476, 1.629], [2.375, 2.227, 0.846], [1.662, 1.521, -0.290], [1.506, -1.914, -0.803], [2.268, -2.513, 0.288], [-2.132, -0.747, -1.927], [-3.670, 0.021, -2.204], [-3.493, -1.158, -0.885], [-2.246, 1.646, -1.087], [-3.515, 1.129, 0.024], [-1.106, 1.402, 0.948], [-0.660, -0.017, 0.015], [-2.867, -0.172, 2.140], [3.384, 1.830, 0.972], [1.822, 2.074, 1.789], [2.505, 3.293, 0.606], [0.582, 1.758, -0.348], [2.118, 1.807, -1.251], [1.226, -2.565, -1.626], [2.080, -2.030, 1.248], [3.354, -2.410, 0.081], [2.012, -3.578, 0.393], [1.298, -0.688, -1.036], [-1.352, -1.488, 1.959], [1.884, 0.120, -0.104]],
  "nbo_charge": [-0.611, -0.388, -0.535, 0.453, -0.629, -0.060, 0.065, -0.693, 0.213, 0.211, 0.204, 0.208, 0.198, 0.227, 0.241, 0.092, 0.221, 0.211, 0.216, 0.174, 0.173, 0.188, 0.244, 0.234, 0.225, -0.140, -0.521, -0.420]
}

=====

(5)
{
  "formula": "C5H6IN2O",
  "method": "ωB97M-V/def2-TZVPD",
  "e_above_lowest_kcal_mol": 18.0,
  "gap_ev": 8.519,
  "energy_ha": -676.1786,
  "charge": 1,
  "e_homo_ev": -13.51,
  "elements": ["C", "C", "C", "C", "C", "N", "N", "O", "I", "H", "H", "H", "H", "H", "H"],
  "positions_angstrom": [[-0.614, 0.821, 0.501], [-1.781, 0.154, 0.911], [-0.488, -1.066, -0.550], [1.265, 0.571, -0.897], [2.106, 0.090, 0.243], [0.004, 0.090, -0.437], [-1.696, -1.077, 0.155], [2.259, -1.017, 0.600], [-3.212, 0.261, 2.337], [-0.339, 1.838, 0.900], [1.301, 1.595, -1.028], [1.475, 0.172, -1.842], [-0.441, -1.348, -1.996], [2.213, 0.951, 0.840], [-2.053, -2.034, 0.264]],
  "nbo_charge": [-0.099, -0.038, 0.267, -0.315, 0.437, -0.305, -0.540, -0.427, 0.384, 0.278, 0.240, 0.249, 0.286, 0.114, 0.468]
}

=====

(6)
{
  "formula": "C4H7NO3",
  "method": "ωB97M-V/def2-TZVPD",
  "e_above_lowest_kcal_mol": 93.0,
  "gap_ev": 9.812,
  "energy_ha": -436.9952,
  "charge": 0,
  "e_homo_ev": -9.11,
  "elements": ["C", "C", "C", "C", "N", "O", "O", "O", "H", "H", "H", "H", "H", "H", "H"],
  "positions_angstrom": [[0.689, -1.207, -0.455], [0.439, 1.324, 1.014], [-0.182, 0.469, 0.028], [-1.663, 0.174, -0.104], [1.830, -0.943, -1.084], [0.072, -2.201, -0.190], [0.481, 1.610, -0.355], [-2.032, -0.515, 1.006], [-0.199, 2.180, 1.503], [1.371, 1.261, 1.602], [-1.835, -0.524, -0.956], [-2.228, 1.139, -0.215], [2.158, -0.048, -1.356], [2.344, -1.601, -1.609], [-1.243, -1.116, 1.171]],
  "nbo_charge": [0.694, -0.132, 0.138, -0.098, -0.823, -0.608, -0.498, -0.702, 0.177, 0.197, 0.176, 0.185, 0.414, 0.394, 0.485]
}

=====

(7)
{
  "formula": "C4H8INSi",
  "method": "ωB97M-V/def2-TZVPD",
  "e_above_lowest_kcal_mol": 61.9,
  "smiles": "C=[Si](C)C#N.CI",
  "gap_ev": 8.607,
  "energy_ha": -799.0513,
  "charge": 0,
  "e_homo_ev": -8.59,
  "elements": ["C", "C", "C", "C", "N", "Si", "I", "H", "H", "H", "H", "H", "H", "H", "H"],
  "positions_angstrom": [[-1.989, -1.259, 1.068], [-1.155, 1.463, 1.225], [-0.829, -0.457, -1.567], [2.639, -0.270, -0.796], [-2.755, -1.808, 1.731], [-1.073, 0.014, 0.098], [2.180, -1.202, 1.151], [-0.171, 1.387, 1.852], [-1.276, 2.457, 0.700], [-1.956, 1.460, 1.892], [-1.173, -1.381, -1.950], [-0.512, 0.323, -2.139], [3.499, -1.035, -1.372], [2.891, 0.765, -0.525], [1.680, -0.457, -1.369]],
  "nbo_charge": [-0.173, -1.147, -1.131, -0.744, -0.295, 1.438, 0.054, 0.271, 0.264, 0.269, 0.251, 0.213, 0.250, 0.228, 0.251]
}

=====

(8)
{
  "formula": "C35H36CrN7O4P2S",
  "method": "ωB97M-V/def2-TZVPD",
  "e_above_lowest_kcal_mol": 45.5,
  "s2": 0.772,
  "multiplicity": 2,
  "gap_ev": [6.370, 6.683],
  "energy_ha": -4164.4700,
  "charge": 2,
  "e_homo_ev": [-12.75, -12.75],
  "elements": ["Cr", "N", "P", "C", "C", "C", "C", "C", "C", "C", "C", "C", "C", "C", "C", "P", "C", "C", "C", "C", "C", "C", "C", "C", "C", "C", "C", "C", "H", "H", "H", "H", "H", "H", "H", "H", "H", "H", "H", "H", "H", "H", "H", "H", "H", "H", "H", "H", "H", "C", "C", "N", "N", "C", "S", "N", "N", "H", "H", "H", "H", "H", "H", "O", "C", "O", "C", "C", "C", "C", "O", "C", "O", "C", "C", "H", "H", "H", "H", "H", "N", "N", "H", "H", "H", "H"],
  "positions_angstrom": [[-0.529, -0.392, 0.002], [-0.159, -3.017, -1.492], [-1.527, -2.470, -0.659], [-2.957, -2.531, -1.726], [-3.692, -1.369, -1.968], [-4.818, -1.426, -2.780], [-5.201, -2.636, -3.342], [-4.473, -3.797, -3.094], [-3.354, -3.752, -2.280], [-1.791, -3.681, 0.634], [-3.072, -3.864, 1.152], [-3.261, -4.703, 2.242], [-2.174, -5.344, 2.820], [-0.894, -5.161, 2.303], [-0.699, -4.324, 1.216], [0.822, -1.638, -1.555], [0.730, -1.122, -3.278], [-0.434, -0.491, -3.728], [-0.566, -0.152, -5.063], [0.465, -0.437, -5.953], [1.620, -1.065, -5.511], [1.758, -1.408, -4.171], [2.508, -2.173, -1.248], [2.834, -3.522, -1.112], [4.142, -3.886, -0.825], [5.120, -2.911, -0.670], [4.800, -1.564, -0.805], [3.492, -1.190, -1.083], [-0.232, -3.644, -2.283], [-3.393, -0.431, -1.513], [-5.398, -0.531, -2.970], [-6.080, -2.680, -3.974], [-4.786, -4.738, -3.530], [-2.797, -4.660, -2.067], [-3.923, -3.363, 0.701], [-4.259, -4.856, 2.640], [-2.321, -5.997, 3.673], [-0.051, -5.676, 2.750], [0.294, -4.183, 0.805], [-1.241, -0.270, -3.037], [-1.468, 0.338, -5.413], [0.365, -0.165, -6.998], [2.418, -1.288, -6.209], [2.662, -1.896, -3.827], [2.070, -4.280, -1.236], [4.401, -4.934, -0.726], [6.141, -3.202, -0.448], [5.570, -0.807, -0.698], [3.236, -0.143, -1.196], [2.344, 2.777, 3.431], [2.232, 2.728, 1.952], [2.894, 3.443, 1.108], [2.386, 3.077, -0.119], [1.424, 2.176, -0.048], [0.473, 1.498, -1.284], [1.316, 1.940, 1.265], [0.432, 0.976, 1.729], [3.336, 3.128, 3.710], [2.164, 1.799, 3.878], [1.613, 3.480, 3.837], [2.744, 3.510, -0.954], [0.946, 0.204, 2.181], [-0.230, 1.391, 2.372], [-2.243, 0.442, 0.642], [-2.230, -0.324, 1.685], [-1.230, -1.138, 1.732], [-3.234, -0.280, 2.732], [-4.311, 0.590, 2.606], [-5.273, 0.688, 3.609], [-5.094, -0.109, 4.713], [-5.875, -0.180, 5.805], [-5.276, -1.141, 6.697], [-4.108, -1.645, 6.028], [-4.023, -0.987, 4.840], [-3.072, -1.102, 3.874], [-4.392, 1.195, 1.711], [-6.117, 1.361, 3.535], [-5.975, -1.947, 6.883], [-4.991, -0.650, 7.620], [-2.236, -1.788, 3.958], [3.252, -0.299, 2.083], [2.133, -1.195, 2.215], [4.080, -0.807, 1.796], [3.442, 0.079, 3.000], [2.316, -1.919, 2.901], [2.016, -1.670, 1.329]],
  "mulliken_spin": [1.078, -0.008, 0.020, -0.019, 0.006, 0.000, 0.000, -0.001, 0.000, -0.007, -0.001, 0.001, -0.004, 0.001, -0.004, -0.050, -0.017, 0.021, 0.000, -0.001, 0.000, 0.002, -0.013, 0.000, 0.001, -0.001, 0.001, 0.004, -0.002, -0.002, 0.000, 0.000, 0.000, 0.000, 0.000, 0.000, 0.000, 0.000, 0.000, 0.002, 0.000, 0.000, 0.000, 0.000, 0.000, 0.000, 0.000, 0.000, -0.004, 0.000, 0.000, 0.000, 0.002, 0.000, -0.006, 0.013, -0.022, 0.000, 0.000, 0.000, 0.000, -0.013, 0.001, 0.016, 0.007, -0.019, -0.010, 0.005, -0.002, 0.005, 0.001, 0.000, 0.000, 0.000, 0.003, 0.002, 0.000, 0.000, 0.000, 0.001, 0.001, 0.003, 0.000, 0.000, 0.000, 0.008]
}

=====

What is the charge in the fourth record?
0

=====

Which formula does entry 5 have?
C5H6IN2O